86
Properties=species:S:1:pos:R:3 method="wB97M-V/def2-TZVPD" de_lowest_kcal_mol=0.00 orbital_gap_ev=7.1 total_energy_ev=-89289.768 multiplicity=1 charge=+1
Pd 0.527 0.670 0.723
O 3.171 2.466 1.066
S 2.683 1.148 0.679
C 3.537 -0.091 1.643
C 4.920 -0.034 1.767
C 5.567 -1.025 2.486
C 4.837 -2.050 3.075
C 3.453 -2.053 3.008
C 2.783 -1.044 2.319
P 0.981 -0.823 2.383
C 0.517 -0.309 4.045
C 1.235 -0.657 5.187
C 0.788 -0.244 6.432
C -0.375 0.509 6.540
C -1.090 0.856 5.404
C -0.646 0.456 4.154
C 0.254 -2.437 2.059
C 0.734 -3.192 0.989
C 0.119 -4.388 0.657
C -0.981 -4.828 1.384
C -1.464 -4.074 2.443
C -0.851 -2.875 2.782
C 3.124 0.843 -1.032
C 4.365 0.379 -1.442
C 4.636 0.298 -2.800
C 3.679 0.684 -3.728
C 2.441 1.142 -3.306
C 2.147 1.232 -1.950
P 0.502 1.757 -1.341
C -0.612 1.100 -2.597
C -1.472 1.926 -3.310
C -2.324 1.375 -4.257
C -2.324 0.006 -4.484
C -1.473 -0.821 -3.762
C -0.620 -0.276 -2.817
C 0.472 3.555 -1.397
C 1.358 4.278 -2.193
C 1.298 5.662 -2.205
C 0.360 6.324 -1.427
C -0.521 5.607 -0.631
C -0.468 4.221 -0.606
H 5.475 0.782 1.324
H 6.644 -1.002 2.583
H 5.350 -2.834 3.616
H 2.886 -2.834 3.501
H 2.146 -1.235 5.115
H 1.349 -0.507 7.318
H -0.719 0.829 7.514
H -1.992 1.448 5.488
H -1.198 0.726 3.260
H 1.589 -2.850 0.416
H 0.497 -4.978 -0.168
H -1.460 -5.763 1.125
H -2.322 -4.415 3.006
H -1.235 -2.286 3.605
H 5.109 0.060 -0.728
H 5.595 -0.077 -3.132
H 3.894 0.615 -4.786
H 1.685 1.413 -4.034
H -1.483 2.991 -3.120
H -2.997 2.016 -4.810
H -2.997 -0.419 -5.216
H -1.485 -1.891 -3.927
H 0.034 -0.925 -2.242
H 2.102 3.773 -2.797
H 1.989 6.223 -2.821
H 0.318 7.406 -1.438
H -1.250 6.125 -0.023
H -1.158 3.650 0.000
O -2.338 1.742 -0.247
C -2.262 0.553 0.024
O -1.381 0.057 0.861
C -3.166 -0.456 -0.591
C -2.922 -1.812 -0.413
C -3.681 -2.781 -1.072
C -4.681 -2.321 -1.894
O -5.528 -3.044 -2.678
C -6.508 -2.104 -3.126
O -5.939 -0.806 -2.982
C -4.932 -0.965 -2.066
C -4.194 -0.004 -1.434
H -2.113 -2.114 0.240
H -3.493 -3.838 -0.949
H -7.398 -2.186 -2.494
H -6.737 -2.289 -4.172
H -4.360 1.053 -1.580



86
Properties=species:S:1:pos:R:3 method="wB97M-V/def2-TZVPD" de_lowest_kcal_mol=39.76 orbital_gap_ev=6.4 total_energy_ev=-89288.044 multiplicity=1 charge=+1
Pd 0.128 -0.943 -0.624
O -0.063 -2.078 2.823
S 0.017 -0.952 1.868
C 1.469 0.013 2.306
C 1.655 0.505 3.591
C 2.849 1.127 3.922
C 3.871 1.221 2.988
C 3.717 0.664 1.729
C 2.523 0.043 1.379
P 2.352 -0.767 -0.227
C 2.212 -2.539 0.125
C 2.501 -3.192 1.318
C 2.139 -4.520 1.478
C 1.463 -5.196 0.470
C 1.155 -4.553 -0.720
C 1.538 -3.229 -0.897
C 3.866 -0.687 -1.242
C 4.236 0.366 -2.083
C 5.437 0.322 -2.771
C 6.294 -0.760 -2.640
C 5.940 -1.812 -1.814
C 4.736 -1.780 -1.128
C -1.458 0.048 2.093
C -1.709 0.731 3.275
C -2.921 1.378 3.451
C -3.891 1.324 2.462
C -3.658 0.603 1.302
C -2.444 -0.045 1.102
P -2.177 -1.049 -0.396
C -3.170 -0.305 -1.708
C -4.486 -0.713 -1.934
C -5.245 -0.102 -2.920
C -4.696 0.918 -3.683
C -3.388 1.328 -3.462
C -2.624 0.718 -2.479
C -2.883 -2.671 -0.046
C -3.217 -3.059 1.247
C -3.679 -4.346 1.488
C -3.806 -5.246 0.443
C -3.466 -4.865 -0.851
C -3.000 -3.586 -1.095
H 0.896 0.386 4.350
H 2.982 1.532 4.916
H 4.801 1.706 3.249
H 4.531 0.703 1.017
H 2.989 -2.666 2.129
H 2.373 -5.028 2.404
H 1.176 -6.229 0.614
H 0.635 -5.076 -1.510
H 1.363 -2.748 -1.863
H 3.591 1.220 -2.208
H 5.699 1.147 -3.419
H 7.230 -0.785 -3.182
H 6.593 -2.667 -1.701
H 4.490 -2.620 -0.496
H -0.983 0.755 4.073
H -3.107 1.922 4.367
H -4.835 1.835 2.598
H -4.426 0.550 0.540
H -4.918 -1.513 -1.346
H -6.262 -0.425 -3.093
H -5.288 1.393 -4.454
H -2.958 2.122 -4.057
H -1.607 1.050 -2.303
H -3.115 -2.370 2.075
H -3.937 -4.641 2.495
H -4.170 -6.246 0.632
H -3.564 -5.566 -1.668
H -2.737 -3.298 -2.107
O 2.020 1.425 -0.865
C 0.879 1.913 -0.663
O -0.154 1.221 -0.420
C 0.736 3.389 -0.633
C 1.870 4.189 -0.580
C 1.780 5.582 -0.535
C 0.513 6.112 -0.559
O 0.158 7.422 -0.531
C -1.274 7.455 -0.589
O -1.739 6.104 -0.625
C -0.622 5.316 -0.615
C -0.554 3.952 -0.646
H 2.840 3.716 -0.573
H 2.655 6.211 -0.489
H -1.580 7.966 -1.503
H -1.653 7.943 0.310
H -1.433 3.326 -0.675



86
Properties=species:S:1:pos:R:3 method="wB97M-V/def2-TZVPD" de_lowest_kcal_mol=0.00 orbital_gap_ev="7.7 / 5.3" total_energy_ev=-89286.831 s_squared=2.012 multiplicity=3 charge=+1
Pd -1.300 0.256 -0.245
O -1.386 -0.721 3.082
S -0.615 -0.528 1.861
C 0.103 -2.170 1.483
C 0.947 -2.818 2.365
C 1.385 -4.105 2.096
C 0.963 -4.756 0.950
C 0.094 -4.123 0.079
C -0.356 -2.831 0.341
P -1.453 -1.996 -0.864
C -2.988 -1.866 0.192
C -3.283 -2.716 1.254
C -4.397 -2.482 2.041
C -5.216 -1.391 1.793
C -4.929 -0.528 0.746
C -3.818 -0.757 -0.050
C -1.952 -3.219 -2.111
C -1.206 -3.391 -3.273
C -1.615 -4.308 -4.227
C -2.772 -5.046 -4.034
C -3.522 -4.865 -2.884
C -3.125 -3.950 -1.926
C 0.704 0.656 2.300
C 1.689 0.380 3.230
C 2.680 1.316 3.483
C 2.658 2.540 2.839
C 1.620 2.850 1.979
C 0.627 1.914 1.701
P -0.740 2.355 0.553
C 0.076 3.485 -0.611
C 0.145 4.864 -0.427
C 0.838 5.638 -1.341
C 1.464 5.047 -2.427
C 1.382 3.675 -2.620
C 0.679 2.895 -1.721
C -1.866 3.364 1.548
C -1.827 3.392 2.937
C -2.758 4.147 3.630
C -3.727 4.862 2.946
C -3.791 4.804 1.561
C -2.870 4.048 0.862
H 1.260 -2.337 3.275
H 2.048 -4.597 2.792
H 1.303 -5.759 0.739
H -0.248 -4.623 -0.815
H -2.652 -3.573 1.448
H -4.629 -3.153 2.853
H -6.080 -1.213 2.414
H -5.574 0.315 0.551
H -3.638 -0.126 -0.937
H -0.312 -2.807 -3.411
H -1.035 -4.440 -5.127
H -3.093 -5.753 -4.785
H -4.425 -5.437 -2.733
H -3.727 -3.812 -1.040
H 1.695 -0.551 3.770
H 3.468 1.079 4.182
H 3.441 3.261 3.019
H 1.575 3.823 1.512
H -0.340 5.325 0.422
H 0.895 6.708 -1.204
H 2.012 5.657 -3.129
H 1.864 3.219 -3.472
H 0.590 1.818 -1.861
H -1.076 2.827 3.471
H -2.729 4.174 4.708
H -4.442 5.459 3.491
H -4.563 5.342 1.032
H -2.917 3.982 -0.219
O 0.674 -1.688 -1.783
C 1.424 -0.888 -1.187
O 1.066 -0.079 -0.297
C 2.879 -0.872 -1.532
C 3.468 -1.978 -2.129
C 4.820 -1.975 -2.455
C 5.534 -0.834 -2.171
O 6.848 -0.576 -2.395
C 7.077 0.743 -1.939
O 5.871 1.264 -1.412
C 4.936 0.283 -1.570
C 3.610 0.285 -1.229
H 2.859 -2.844 -2.331
H 5.298 -2.823 -2.915
H 7.421 1.373 -2.773
H 7.851 0.742 -1.157
H 3.145 1.134 -0.760



91
Properties=species:S:1:pos:R:3 method="wB97M-V/def2-TZVPD" de_lowest_kcal_mol=15.52 orbital_gap_ev="7.9 / 7.9" total_energy_ev=-115396.443 s_squared=0.751 multiplicity=2 charge=+1
Yb 0.314 0.017 -0.104
C -1.070 2.855 1.803
N -1.526 2.052 0.665
C -2.227 2.784 -0.376
C -1.669 2.446 -1.720
N -0.671 1.630 -1.944
C -0.472 1.665 -3.345
C 0.472 1.042 -4.160
C 0.404 1.275 -5.521
C -0.572 2.112 -6.080
C -1.501 2.753 -5.285
C -1.419 2.511 -3.920
N -2.157 2.998 -2.849
C 0.283 2.419 2.263
N 1.063 1.577 1.635
C 2.242 1.498 2.396
C 3.409 0.771 2.180
C 4.408 0.875 3.128
C 4.258 1.684 4.265
C 3.109 2.422 4.479
C 2.114 2.308 3.517
N 0.854 2.889 3.392
H -1.767 2.768 2.638
H -1.009 3.909 1.531
H -2.175 1.397 1.080
H -2.128 3.861 -0.230
H -3.297 2.562 -0.364
H 1.250 0.427 -3.738
H 1.132 0.804 -6.172
H -0.587 2.270 -7.151
H -2.245 3.418 -5.704
H -2.936 3.631 -2.901
H 3.531 0.158 1.297
H 5.331 0.323 2.991
H 5.066 1.739 4.983
H 2.993 3.055 5.350
H 0.419 3.521 4.042
O -3.185 -2.021 2.444
S -2.702 -0.818 1.824
O -3.027 0.433 2.504
N -1.110 -0.897 1.525
C -0.340 -1.245 2.688
C -0.781 -1.139 3.992
C -0.001 -1.576 5.083
C 1.228 -2.127 4.894
C 1.734 -2.224 3.580
C 2.989 -2.808 3.293
C 3.441 -2.873 2.006
C 2.668 -2.289 0.994
N 1.501 -1.733 1.219
C 0.983 -1.749 2.485
C -3.559 -0.663 0.263
C -3.019 -0.429 -0.988
C -3.845 -0.239 -2.085
C -5.221 -0.288 -1.927
C -5.769 -0.530 -0.671
C -4.944 -0.715 0.426
H -1.758 -0.732 4.202
H -0.407 -1.483 6.083
H 1.822 -2.495 5.723
H 3.579 -3.204 4.112
H 4.390 -3.329 1.760
H 3.032 -2.243 -0.026
H -1.965 -0.422 -1.163
H -3.409 -0.075 -3.065
H -5.868 -0.154 -2.786
H -6.844 -0.580 -0.547
H -5.360 -0.904 1.409
S 0.594 -3.304 -3.685
C -0.838 -3.785 -2.847
C -1.732 -4.800 -3.177
C -2.753 -5.077 -2.291
C -2.853 -4.379 -1.083
C -1.964 -3.369 -0.767
C -0.968 -3.030 -1.680
N 0.018 -2.036 -1.524
C 0.923 -2.121 -2.466
C 2.156 -1.312 -2.470
C 3.169 -1.601 -3.385
C 4.332 -0.848 -3.393
C 4.469 0.187 -2.477
C 3.446 0.456 -1.575
C 2.253 -0.270 -1.532
H -1.618 -5.367 -4.093
H -3.464 -5.862 -2.522
H -3.625 -4.641 -0.371
H -2.007 -2.878 0.193
H 3.059 -2.421 -4.087
H 5.121 -1.067 -4.100
H 5.373 0.785 -2.468
H 3.593 1.286 -0.886



95
Properties=species:S:1:pos:R:3 method="wB97M-V/def2-TZVPD" de_lowest_kcal_mol=1.61 orbital_gap_ev="5.3 / 5.5" total_energy_ev=-129812.941 multiplicity=1 charge=+1
Pb -0.046 0.111 0.069
C -0.148 -5.657 0.560
C -0.553 -4.285 0.980
C -1.281 -3.910 2.088
C -1.400 -2.512 2.016
N -0.739 -2.078 0.930
N -0.241 -3.163 0.300
B 0.346 -3.080 -1.123
N 1.680 -2.314 -1.214
N 1.773 -0.971 -1.082
C 3.005 -0.610 -1.484
C 3.715 -1.764 -1.843
C 2.845 -2.818 -1.665
C 3.113 -4.269 -1.877
C 3.518 0.762 -1.541
C 2.671 1.864 -1.644
C 3.178 3.151 -1.622
C 4.546 3.365 -1.533
C 5.404 2.275 -1.489
C 4.894 0.987 -1.489
N -0.711 -2.381 -2.012
N -1.194 -1.131 -1.795
C -2.099 -0.896 -2.760
C -2.150 -1.999 -3.627
C -1.272 -2.923 -3.109
C -0.971 -4.283 -3.642
C -2.990 0.261 -2.889
C -3.407 0.652 -4.166
C -4.342 1.661 -4.329
C -4.870 2.305 -3.220
C -4.460 1.927 -1.947
C -3.537 0.907 -1.784
C -2.149 -1.663 2.947
C -2.371 -2.095 4.254
C -3.037 -1.292 5.166
C -3.491 -0.036 4.787
C -3.307 0.393 3.480
C -2.659 -0.419 2.568
H -0.438 -6.373 1.325
H 0.931 -5.718 0.418
H -0.625 -5.941 -0.378
H -1.714 -4.565 2.824
H 0.521 -4.181 -1.523
H 4.712 -1.821 -2.242
H 4.164 -4.405 -2.118
H 2.518 -4.672 -2.697
H 2.879 -4.842 -0.981
H 1.610 1.711 -1.770
H 2.501 3.995 -1.683
H 4.942 4.371 -1.502
H 6.474 2.431 -1.453
H 5.578 0.150 -1.437
H -2.803 -2.136 -4.471
H -1.574 -4.452 -4.531
H -1.203 -5.059 -2.913
H 0.081 -4.374 -3.913
H -2.987 0.166 -5.036
H -4.660 1.945 -5.324
H -5.602 3.092 -3.345
H -4.883 2.419 -1.079
H -3.246 0.588 -0.789
H -1.988 -3.058 4.568
H -3.188 -1.639 6.180
H -3.994 0.599 5.505
H -3.675 1.365 3.173
H -2.547 -0.097 1.540
C 4.444 1.079 2.226
C 2.935 1.069 2.204
O 2.335 0.899 1.162
C 2.261 1.192 3.515
C 2.819 1.907 4.551
C 2.238 1.928 5.821
C 1.095 1.160 6.090
C 0.498 0.451 5.089
C 1.003 0.480 3.731
O 0.380 -0.097 2.824
H 4.824 0.794 1.250
H 4.813 0.391 2.987
H 4.812 2.079 2.465
H 3.711 2.494 4.380
H 2.687 2.525 6.603
H 0.697 1.131 7.096
H -0.385 -0.147 5.269
Cl -3.022 7.512 -1.482
C -2.298 5.978 -1.541
C -2.147 5.223 -0.352
Cl -2.752 5.852 1.125
C -1.529 4.001 -0.380
Cl -1.299 3.092 1.057
C -1.015 3.427 -1.611
O -0.454 2.330 -1.661
C -1.209 4.237 -2.804
Cl -0.608 3.603 -4.258
C -1.834 5.463 -2.764
Cl -2.047 6.373 -4.199